Below is C22H74CdN3O14 as an isolated structure at a distorted geometry, with properties calculated with ωB97M-V with the def2-TZVPD basis set.

Atoms and positions in Å:
Cd: 11.7120 -30.1453 -7.3734
C: 14.4199 -26.4513 -6.6169
C: 13.4475 -27.2109 -7.4894
O: 12.8903 -28.3582 -6.9096
H: 13.9188 -26.2252 -5.6757
H: 14.7695 -25.5152 -7.0525
H: 15.2966 -26.9986 -6.2705
H: 13.9683 -27.4218 -8.4234
H: 12.6652 -26.5269 -7.8185
C: 17.0327 -24.0038 -7.8292
C: 18.4241 -23.8570 -8.4447
O: 19.1927 -22.8285 -7.8225
H: 16.6553 -22.9920 -7.6810
H: 17.0530 -24.5499 -6.8861
H: 16.3844 -24.5392 -8.5229
H: 18.3052 -23.5255 -9.4762
H: 18.9863 -24.7902 -8.4783
H: 20.0843 -22.9106 -8.1689
C: 13.9251 -22.5335 -7.0764
C: 12.5701 -21.8118 -7.0720
O: 11.7054 -22.5683 -6.2927
H: 14.7330 -21.8844 -7.4141
H: 13.9627 -23.4329 -7.6911
H: 14.1299 -22.9257 -6.0802
H: 12.0888 -21.9059 -8.0455
H: 12.4770 -20.7744 -6.7507
H: 10.8064 -22.2630 -6.4349
C: 15.7154 -24.8069 -3.9783
C: 16.3484 -24.3347 -2.7174
O: 17.6908 -24.1067 -2.9189
H: 14.6573 -24.5452 -3.9837
H: 15.8452 -25.8888 -3.9533
H: 16.1756 -24.3944 -4.8761
H: 16.1268 -24.9697 -1.8596
H: 16.0090 -23.3320 -2.4575
H: 18.1516 -24.9434 -3.0146
C: 9.7383 -24.8397 -8.3984
C: 9.1647 -26.0136 -7.6107
O: 7.9635 -26.4644 -8.1114
H: 9.1994 -23.9174 -8.1818
H: 9.7236 -24.9451 -9.4832
H: 10.7891 -24.7678 -8.1178
H: 9.0769 -25.6142 -6.6003
H: 9.9670 -26.7490 -7.6708
H: 8.2565 -27.1959 -8.6597
C: 13.9892 -23.0703 -10.8188
C: 13.3896 -24.4553 -11.2040
C: 14.4558 -25.6410 -11.1428
O: 13.9050 -26.8747 -11.6185
C: 13.7982 -27.0212 -13.0600
N: 12.2817 -24.6539 -10.2860
H: 14.8903 -22.8710 -11.3987
H: 14.2528 -23.1541 -9.7644
H: 13.2636 -22.2640 -10.9253
H: 13.1506 -24.3973 -12.2659
H: 14.7185 -25.8442 -10.1046
H: 15.4448 -25.4340 -11.5516
H: 13.3232 -26.2239 -13.6317
H: 13.1681 -27.8703 -13.3249
H: 14.7679 -27.3416 -13.4409
H: 11.6913 -25.4496 -10.4824
H: 12.6207 -24.8524 -9.3555
C: 20.9612 -26.0593 -10.6688
C: 19.7370 -26.5956 -11.4707
C: 18.4425 -26.6940 -10.6399
O: 18.6335 -27.7223 -9.6384
C: 17.6053 -27.6500 -8.5851
N: 19.6869 -25.5965 -12.5510
H: 21.1463 -26.7055 -9.8107
H: 20.7907 -25.0612 -10.2653
H: 21.8611 -26.0734 -11.2837
H: 19.9043 -27.6039 -11.8493
H: 17.5799 -26.9428 -11.2581
H: 18.2044 -25.7146 -10.2250
H: 17.9693 -28.1684 -7.6981
H: 16.7309 -28.2246 -8.8909
H: 17.2208 -26.6576 -8.3497
H: 20.5576 -25.5510 -13.0609
H: 19.1137 -26.0570 -13.2434
C: 12.7174 -32.1456 -1.5762
C: 13.8711 -31.8964 -2.5136
C: 14.7908 -30.6872 -2.0615
O: 14.1842 -29.4017 -2.0768
C: 14.3230 -28.7538 -3.3414
N: 14.7311 -33.0768 -2.6942
H: 12.9955 -32.6084 -0.6294
H: 11.9596 -32.8634 -1.8903
H: 12.0961 -31.2575 -1.4600
H: 13.5433 -31.6734 -3.5290
H: 15.7702 -30.6212 -2.5354
H: 15.0447 -30.7612 -1.0041
H: 13.7761 -29.2606 -4.1366
H: 15.3441 -28.5273 -3.6481
H: 13.7800 -27.8142 -3.2399
H: 14.1392 -33.7362 -3.1790
H: 15.5282 -32.8365 -3.2660
O: 15.4417 -29.8514 -6.4948
H: 16.0606 -29.2934 -6.0240
H: 14.6806 -29.2911 -6.6464
O: 12.9142 -31.2223 -6.0317
H: 13.8179 -30.9923 -5.8157
H: 12.7385 -32.0117 -5.5196
O: 10.3034 -29.4980 -6.0892
H: 9.3568 -29.3566 -6.1040
H: 10.6549 -28.7237 -5.6500
O: 11.3614 -27.3938 -4.6611
H: 12.0692 -27.5850 -5.2765
H: 11.4137 -26.4483 -4.5215
O: 13.1330 -30.6008 -8.8678
H: 13.3745 -30.1033 -9.6490
H: 13.8888 -31.1630 -8.6981
O: 11.8494 -24.7211 -4.6010
H: 12.0345 -24.1075 -3.8901
H: 11.7791 -24.1706 -5.3809

Spin multiplicity: 1
Highest occupied orbital energy: -11.312 eV
Charge: +1
Gap between HOMO and LUMO: 7.00 eV
E: -61703.097 eV
Molecular weight: 717.25 g mol⁻¹